(1)
This record from the Open Molecules 2025 dataset describes an isolated molecule of C4H2N2O. The level of theory is ωB97M-V/def2-TZVPD.

Values from the calculation:
Relative energy (zero: lowest compared OMol25 entry of this formula, charge and spin) in kJ/mol: 409.44
Highest occupied orbital energy in eV: -9.4

```
! wB97M-V def2-TZVPD RIJCOSX def2/J DEFGRID3
* xyz 0 1
N -1.162 0.299 0.046
C -1.259 -1.008 0.031
O -2.070 -1.910 0.010
C 0.276 -1.164 0.028
C 1.524 -0.981 0.007
C 1.748 0.334 -0.029
N 1.901 1.512 -0.062
H 1.113 2.153 -0.058
H -2.070 0.765 0.027
*
```

***

(2)
This record from the Open Molecules 2025 dataset describes a cluster of 2 separate species, H3NO3P2 in total in a non-equilibrium geometry. The level of theory is ωB97M-V/def2-TZVPD.

Values from the calculation:
Relative energy (zero: lowest compared OMol25 entry of this formula, charge and spin) in kJ/mol: 368.88
Highest occupied orbital energy in eV: 0.4

```
! wB97M-V def2-TZVPD RIJCOSX def2/J DEFGRID3
* xyz -2 1
N -0.166 0.228 0.662
O 1.679 -0.882 -1.093
O 1.310 -1.695 1.286
O -0.630 -1.573 -0.570
P -0.917 1.400 -0.168
P 0.713 -1.129 0.031
H 0.710 1.257 1.921
H -0.668 1.644 -1.548
H -2.030 0.749 -0.520
*
```

***

(3)
This record from the Open Molecules 2025 dataset describes a structure of composition C16H43CdIN4O2Si4Te in a non-equilibrium geometry. The level of theory is ωB97M-V/def2-TZVPD.

Values from the calculation:
Highest occupied orbital energy in eV: -7.2

```
! wB97M-V def2-TZVPD RIJCOSX def2/J DEFGRID3
* xyz 0 1
Cd -0.954 0.775 -1.461
N -2.499 1.153 0.674
C -1.832 2.244 1.385
C -2.291 2.529 2.834
C -3.757 2.243 3.192
C -4.795 3.126 2.484
N -4.384 4.509 2.469
C -4.817 5.400 3.280
N -5.672 5.186 4.329
N -4.407 6.699 3.113
C -1.754 3.414 0.388
O -2.303 4.574 0.637
O -1.139 3.221 -0.644
H -3.484 1.337 0.525
H -2.420 0.281 1.184
H -0.786 1.936 1.451
H -2.041 3.559 3.093
H -1.686 1.890 3.481
H -3.861 2.391 4.270
H -3.992 1.197 2.987
H -5.775 2.966 2.949
H -4.893 2.825 1.437
H -2.973 4.634 1.432
H -6.176 4.317 4.339
H -6.194 5.978 4.664
H -3.651 6.825 2.460
H -4.405 7.309 3.912
C -0.420 -2.445 -3.311
Si 1.411 -2.022 -3.075
C 1.748 -0.384 -3.972
C 2.406 -3.357 -3.976
Si 2.032 -1.890 -0.813
Te 0.331 -0.560 0.492
Si 4.089 -0.784 -0.582
C 4.598 -0.722 1.241
C 5.427 -1.715 -1.548
C 4.038 1.005 -1.206
Si 2.002 -4.007 0.206
C 1.738 -3.847 2.072
C 0.597 -5.045 -0.523
C 3.644 -4.905 -0.093
H -0.637 -2.698 -4.351
H -1.072 -1.614 -3.033
H -0.708 -3.302 -2.698
H 1.407 -0.420 -5.009
H 2.817 -0.162 -3.983
H 1.245 0.459 -3.488
H 2.232 -3.318 -5.054
H 2.126 -4.354 -3.629
H 3.479 -3.234 -3.807
H 4.741 -1.729 1.642
H 3.825 -0.233 1.839
H 5.530 -0.171 1.379
H 5.464 -2.764 -1.245
H 6.417 -1.286 -1.378
H 5.231 -1.686 -2.622
H 3.153 1.523 -0.829
H 4.011 1.052 -2.297
H 4.916 1.562 -0.872
H 0.769 -3.389 2.281
H 2.506 -3.208 2.515
H 1.771 -4.815 2.577
H -0.355 -4.514 -0.442
H 0.487 -6.004 -0.012
H 0.772 -5.251 -1.582
H 4.461 -4.398 0.425
H 3.887 -4.931 -1.158
H 3.610 -5.936 0.266
I -4.118 -0.541 -1.960
C -2.732 0.941 -2.765
H -3.259 1.885 -2.658
H -2.677 0.696 -3.822
*
```

***

(4)
This record from the Open Molecules 2025 dataset describes a structure of composition C16H35FInNO17PS in a non-equilibrium geometry. The level of theory is ωB97M-V/def2-TZVPD.

Values from the calculation:
Highest occupied orbital energy in eV: -5.4

```
! wB97M-V def2-TZVPD RIJCOSX def2/J DEFGRID3
* xyz -1 1
C 2.029 2.626 1.717
C 2.108 1.466 0.531
O 2.981 1.727 -0.476
N 1.216 0.247 0.613
C 1.968 -0.971 0.046
In -0.573 0.639 -0.494
F -0.861 -1.062 -1.771
C -0.433 2.438 -1.894
O 0.426 3.526 -1.387
O -0.344 4.342 -0.680
P -2.648 1.003 0.934
O -3.080 -0.398 1.927
O -3.993 1.181 -0.213
S -2.603 2.675 1.984
H 1.283 2.280 2.550
H 1.728 3.639 1.209
H 3.086 2.739 2.247
H 1.212 -1.881 -0.108
H 2.434 -0.767 -1.016
H 2.815 -1.362 0.752
H -1.530 2.898 -1.979
H -0.158 2.054 -2.965
H 0.313 4.998 -0.291
H -3.917 -0.139 2.451
H -3.781 1.988 -0.791
C -2.544 5.458 -3.573
O -2.840 4.880 -4.843
C -2.087 5.361 -5.864
O -1.217 6.212 -5.774
O -2.471 4.730 -7.003
C -1.758 5.139 -8.168
H -3.205 5.001 -2.831
H -1.508 5.251 -3.286
H -2.735 6.536 -3.585
H -0.691 4.918 -8.066
H -1.918 6.204 -8.365
H -2.146 4.570 -9.018
C 6.305 -3.226 -0.878
O 6.701 -4.173 0.112
C 6.000 -4.094 1.272
O 5.099 -3.306 1.513
O 6.477 -5.043 2.117
C 5.828 -5.077 3.387
H 6.930 -3.380 -1.762
H 5.259 -3.381 -1.164
H 6.461 -2.203 -0.519
H 4.764 -5.306 3.271
H 5.966 -4.129 3.916
H 6.289 -5.872 3.980
C 1.555 -1.273 8.083
O 0.619 -1.478 7.027
C 0.612 -0.498 6.089
O 1.317 0.498 6.087
O -0.317 -0.819 5.153
C -0.436 0.130 4.095
H 1.476 -2.116 8.775
H 2.578 -1.243 7.693
H 1.323 -0.354 8.632
H 0.507 0.215 3.545
H -0.748 1.104 4.484
H -1.205 -0.228 3.405
C -5.092 -5.835 -2.588
O -5.294 -4.423 -2.586
C -4.487 -3.745 -1.731
O -3.642 -4.237 -1.000
O -4.784 -2.424 -1.830
C -4.007 -1.582 -0.981
H -5.789 -6.275 -3.306
H -4.072 -6.078 -2.904
H -5.303 -6.257 -1.600
H -2.944 -1.656 -1.233
H -4.175 -1.834 0.071
H -4.328 -0.550 -1.143
*
```

***

(5)
This record from the Open Molecules 2025 dataset describes a cluster of 3 separate species, C25H42ClI2N4O4PS in total in a non-equilibrium geometry. The level of theory is ωB97M-V/def2-TZVPD.

Values from the calculation:
Highest occupied orbital energy in eV: -8.4

```
! wB97M-V def2-TZVPD RIJCOSX def2/J DEFGRID3
* xyz 0 1
C 1.307 -3.616 -2.263
C 0.766 -3.194 -3.709
I 2.354 -2.680 -5.108
C -0.441 -2.172 -3.657
I -1.769 -2.778 -5.316
P -0.034 -0.327 -3.830
Cl 0.544 1.771 -4.236
C -1.763 0.265 -3.419
C -2.233 -0.006 -1.932
C -3.794 -0.351 -1.968
C -4.221 -0.553 -0.444
C -4.470 0.821 0.276
C -4.689 0.670 1.839
C -4.852 2.105 2.498
S -3.212 2.961 2.700
C -3.050 3.981 1.217
N -4.029 4.213 0.325
N -3.622 5.016 -0.699
C -2.332 5.250 -0.411
O -1.934 4.644 0.747
C 1.239 -0.310 -2.452
O 0.711 -0.718 -1.161
C 1.304 -0.034 -0.109
C 2.729 0.101 0.122
C 3.186 0.828 1.318
C 2.278 1.435 2.268
C 0.839 1.306 2.039
C 0.395 0.580 0.870
H 0.583 -3.362 -1.453
H 1.607 -4.692 -2.280
H 2.272 -3.048 -2.132
H 0.334 -4.148 -4.117
H -1.033 -2.430 -2.737
H 0.237 -0.542 -5.221
H -1.752 1.380 -3.549
H -2.562 -0.099 -4.115
H -2.165 0.955 -1.361
H -1.753 -0.874 -1.427
H -4.403 0.465 -2.426
H -3.906 -1.346 -2.471
H -3.420 -1.101 0.130
H -5.181 -1.130 -0.385
H -3.616 1.546 0.155
H -5.394 1.329 -0.117
H -3.794 0.172 2.304
H -5.623 0.085 2.065
H -5.301 2.062 3.520
H -5.450 2.775 1.820
H -1.676 5.864 -1.060
H 1.606 0.744 -2.320
H 2.162 -0.922 -2.642
H 3.467 -0.342 -0.592
H 4.280 0.919 1.533
H 2.604 1.986 3.183
H 0.066 1.729 2.721
H -0.702 0.481 0.685
C 0.474 6.473 6.359
N 1.136 5.286 5.855
C 0.611 4.284 5.101
C -0.843 4.378 4.716
O 1.315 3.345 4.756
H 0.993 7.352 5.970
H 0.545 6.474 7.448
H -0.571 6.513 6.066
H 2.112 5.154 6.072
H -1.114 3.512 4.120
H -1.469 4.391 5.610
H -1.017 5.276 4.120
C 6.245 -7.975 -1.849
N 5.140 -7.229 -2.420
C 4.603 -6.057 -1.990
C 5.201 -5.414 -0.766
O 3.664 -5.558 -2.593
H 7.026 -8.072 -2.606
H 5.889 -8.971 -1.578
H 6.655 -7.487 -0.969
H 4.689 -7.599 -3.243
H 4.667 -4.490 -0.549
H 5.105 -6.078 0.095
H 6.251 -5.173 -0.941
*
```

***

(6)
This record from the Open Molecules 2025 dataset describes a cluster of 8 separate species, C36H36Cl3N7 in total in a non-equilibrium geometry. The level of theory is ωB97M-V/def2-TZVPD.

Values from the calculation:
Relative energy (zero: lowest compared OMol25 entry of this formula, charge and spin) in kJ/mol: 301.41
Highest occupied orbital energy in eV: -9.1

```
! wB97M-V def2-TZVPD RIJCOSX def2/J DEFGRID3
* xyz 0 1
Cl 3.939 -0.347 -1.228
C 5.760 -0.394 -1.306
Cl 6.302 -1.875 -2.288
Cl 6.492 -0.398 0.337
H 5.984 0.523 -1.851
C 1.809 3.486 3.056
C 1.908 3.712 4.442
C 1.756 2.613 5.285
N 1.434 1.354 4.788
C 1.303 1.195 3.464
C 1.445 2.260 2.551
H 2.118 4.242 2.349
H 2.173 4.686 4.826
H 1.608 2.735 6.348
H 1.164 0.214 3.034
H 1.277 2.027 1.510
C -1.522 0.023 -2.357
C -0.126 0.049 -1.954
C 0.242 0.193 -0.612
N -0.709 0.350 0.298
C -2.027 0.414 0.033
C -2.420 0.255 -1.291
H -1.939 -0.108 -3.344
H 0.657 -0.025 -2.694
H 1.292 0.210 -0.361
H -2.618 0.640 0.908
H -3.459 0.286 -1.582
C -2.826 1.309 6.135
C -2.166 1.818 5.011
C -2.753 1.617 3.730
N -3.761 0.693 3.561
C -4.268 0.122 4.702
C -3.816 0.322 6.052
H -2.494 1.556 7.132
H -1.296 2.453 5.083
H -2.523 2.163 2.827
H -4.996 -0.645 4.481
H -4.214 -0.057 6.982
C -0.290 -1.730 4.623
C -1.035 -1.664 3.456
C -0.892 -2.734 2.578
N -0.219 -3.929 2.761
C 0.512 -3.870 3.901
C 0.490 -2.855 4.892
H -0.253 -0.912 5.327
H -1.603 -0.804 3.133
H -1.366 -2.639 1.613
H 1.001 -4.807 4.122
H 1.105 -2.838 5.780
C -4.382 -1.700 -6.046
C -4.441 -1.467 -7.382
C -4.563 -0.109 -7.905
N -4.654 0.910 -7.024
C -4.765 0.580 -5.682
C -4.636 -0.689 -5.140
H -4.036 -2.662 -5.696
H -4.183 -2.300 -8.019
H -4.410 0.254 -8.910
H -4.909 1.341 -4.929
H -4.693 -0.863 -4.075
C 1.048 -3.803 -4.763
C 0.773 -2.933 -3.697
C 0.184 -3.434 -2.487
N -0.234 -4.722 -2.402
C 0.076 -5.579 -3.420
C 0.861 -5.185 -4.533
H 1.285 -3.429 -5.749
H 0.924 -1.864 -3.728
H -0.202 -2.742 -1.753
H -0.279 -6.593 -3.313
H 1.137 -5.952 -5.242
C 5.002 3.148 0.005
C 3.560 3.051 -0.132
C 2.939 3.837 -0.991
N 3.551 4.712 -1.803
C 4.865 4.865 -1.681
C 5.584 4.145 -0.717
H 5.518 2.567 0.755
H 3.010 2.304 0.420
H 1.911 3.548 -1.153
H 5.326 5.571 -2.356
H 6.652 4.304 -0.695
*
```

***

(7)
This record from the Open Molecules 2025 dataset describes a cluster of 2 separate species, C16H13N5O7S in total in a non-equilibrium geometry. The level of theory is ωB97M-V/def2-TZVPD.

Values from the calculation:
Highest occupied orbital energy in eV: -7.7

```
! wB97M-V def2-TZVPD RIJCOSX def2/J DEFGRID3
* xyz 0 1
C 2.942 -0.530 1.785
S 1.170 -0.769 1.725
C 0.589 0.583 2.791
C 0.710 -0.116 0.190
C 1.424 -0.626 -0.994
C 1.823 0.283 -2.117
C 2.284 1.593 -1.907
C 2.728 2.363 -2.987
C 2.708 1.832 -4.289
C 2.244 0.519 -4.495
C 1.828 -0.251 -3.414
O 1.672 -1.843 -1.044
H 3.248 -1.003 2.724
H 3.381 -1.044 0.929
H 3.152 0.543 1.784
H 0.360 0.110 3.751
H 1.414 1.295 2.884
H -0.305 1.050 2.372
H 0.381 0.926 0.228
H 2.302 1.976 -0.886
H 3.105 3.367 -2.808
H 3.043 2.435 -5.127
H 2.234 0.095 -5.502
H 1.502 -1.286 -3.559
O -5.593 -0.096 3.078
N -4.777 0.195 2.218
C -3.660 -0.388 1.676
C -3.138 0.487 0.705
N -3.883 1.635 0.635
O -4.886 1.440 1.547
C -1.920 0.177 0.016
N -1.444 1.173 -0.998
O -1.103 2.300 -0.579
O -1.340 0.797 -2.183
C -1.264 -1.047 0.258
C -1.806 -1.875 1.281
N -1.401 -3.147 1.730
O -0.510 -3.903 1.370
O -2.273 -3.500 2.771
N -3.290 -2.560 2.924
C -2.987 -1.590 1.999
H -0.664 -1.600 -0.482
*
```

***

(8)
This record from the Open Molecules 2025 dataset describes a structure of composition C40H36INPPtS. The level of theory is ωB97M-V/def2-TZVPD.

Values from the calculation:
Relative energy (zero: lowest compared OMol25 entry of this formula, charge and spin) in kJ/mol: 77.96
Highest occupied orbital energy in eV: -10.6

```
! wB97M-V def2-TZVPD RIJCOSX def2/J DEFGRID3
* xyz 1 1
Pt 1.194 0.023 -0.597
I 3.625 -0.782 -1.042
C 4.683 -0.452 0.732
C 5.946 0.030 0.548
C 6.832 0.149 1.633
C 6.424 -0.267 2.860
C 5.114 -0.764 3.075
C 4.774 -1.193 4.378
C 3.527 -1.661 4.653
C 2.565 -1.650 3.635
C 2.826 -1.247 2.344
P 1.262 -1.164 1.356
C 0.521 -2.816 1.400
C -0.243 -3.304 2.458
C -0.778 -4.582 2.398
C -0.551 -5.383 1.287
C 0.207 -4.904 0.228
C 0.736 -3.623 0.282
C 0.248 -0.086 2.421
C 0.841 1.007 3.054
C 0.057 1.952 3.698
C -1.324 1.819 3.718
C -1.922 0.736 3.091
C -1.140 -0.207 2.439
C 4.164 -0.836 2.009
H 6.278 0.306 -0.444
H 7.828 0.539 1.474
H 7.096 -0.226 3.707
H 5.532 -1.139 5.150
H 3.261 -2.003 5.644
H 1.559 -1.949 3.900
H -0.442 -2.685 3.323
H -1.373 -4.953 3.223
H -0.966 -6.382 1.246
H 0.385 -5.526 -0.639
H 1.315 -3.240 -0.551
H 1.917 1.127 3.042
H 0.529 2.796 4.184
H -1.932 2.558 4.223
H -2.998 0.619 3.106
H -1.613 -1.048 1.957
C 2.321 4.295 -3.507
C 0.920 3.669 -3.517
C -0.083 4.674 -2.937
C 0.524 3.316 -4.957
C 0.938 2.438 -2.704
C 0.998 1.451 -2.003
H 2.322 5.220 -4.086
H 3.050 3.612 -3.943
H 2.632 4.523 -2.487
H -0.075 5.593 -3.526
H 0.170 4.921 -1.906
H -1.096 4.274 -2.951
H 0.535 4.213 -5.580
H -0.477 2.883 -4.989
H 1.220 2.591 -5.381
N -0.778 -0.565 -0.839
S -2.035 0.428 -0.814
C -3.374 -0.532 -0.101
C -4.581 0.118 0.113
C -5.627 -0.580 0.695
C -5.459 -1.911 1.059
C -4.245 -2.546 0.843
C -3.189 -1.856 0.263
C -2.688 0.597 -2.466
C -2.772 1.879 -2.982
C -3.272 2.056 -4.264
C -3.669 0.956 -5.008
C -3.571 -0.327 -4.480
C -3.084 -0.514 -3.198
H -0.866 -1.343 -1.483
H -4.707 1.155 -0.178
H -6.573 -0.085 0.868
H -6.279 -2.452 1.513
H -4.112 -3.581 1.130
H -2.229 -2.335 0.117
H -2.433 2.718 -2.391
H -3.344 3.052 -4.681
H -4.060 1.095 -6.007
H -3.884 -1.180 -5.067
H -3.030 -1.509 -2.772
*
```

***

(9)
This record from the Open Molecules 2025 dataset describes a structure of composition C4H8O2. The level of theory is ωB97M-V/def2-TZVPD.

Values from the calculation:
Relative energy (zero: lowest compared OMol25 entry of this formula, charge and spin) in kJ/mol: 504.56
Highest occupied orbital energy in eV: -8.0

```
! wB97M-V def2-TZVPD RIJCOSX def2/J DEFGRID3
* xyz 0 1
O 2.452 -0.462 0.076
C 0.983 -0.156 -0.879
C 0.189 0.175 0.255
C -0.899 1.191 0.368
C -1.180 -0.292 0.524
O -1.837 -0.961 -0.523
H 2.559 -1.424 0.187
H 0.861 -1.118 -1.377
H 1.383 0.627 -1.520
H 1.630 -0.134 0.783
H -1.294 1.639 -0.544
H -0.943 1.837 1.244
H -1.435 -0.671 1.517
H -2.783 -0.790 -0.432
*
```

***

For reference, E_LUMO by record: -0.8; 7.2; 0.2; 2.3; 0.5; 0.1; -1.5; -2.8; 0.9 eV.
For reference, E_tot by record: -9202.49557; -26255.96927; -78818.63888; -81470.74669; -89601.32192; -85909.45758; -49405.58469; -75018.86135; -8368.05231 eV.